Formula: C13H24Cl2N4O2
Source: the OMol25 dataset
Level of theory: the ωB97M-V functional and the def2-TZVPD basis

Highest occupied orbital energy = -5.57 eV
Energy = -48961.848 eV

```
! wB97M-V def2-TZVPD RIJCOSX def2/J DEFGRID3
* xyz 0 1
Cl -3.06 -0.01 -1.65
Cl -0.49 -1.62 1.58
O -4.17 0.44 2.03
O 2.28 3.58 -1.79
N 1.10 3.48 0.30
N 0.78 1.18 1.60
N -0.45 0.50 -0.42
N -0.19 2.87 0.20
C 1.24 -1.20 -1.42
C -4.63 1.34 1.15
C 2.68 -0.99 -2.12
C -5.17 2.55 1.94
C 0.46 0.17 -1.55
C 4.56 -1.79 -0.43
C 3.63 -2.17 -1.66
C 0.06 1.43 0.51
C -3.26 -2.09 0.30
C 1.63 3.64 -0.83
C -2.36 -0.96 -0.27
C 3.82 -1.78 0.97
C -1.11 -0.63 0.21
H -5.99 2.27 2.61
H -3.91 1.77 0.42
H 4.23 -2.51 -2.56
H 5.36 -2.57 -0.37
H 3.09 -0.04 -1.65
H 1.22 1.00 -1.66
H -0.74 3.25 0.99
H -5.56 3.31 1.24
H -4.39 3.03 2.53
H 1.48 -1.52 -0.37
H 0.50 1.56 2.51
H -5.47 1.03 0.49
H 1.57 0.53 1.58
H 4.51 -1.66 1.85
H 4.99 -0.75 -0.58
H -3.72 -2.65 -0.58
H 3.12 -0.87 1.01
H 3.14 -2.68 1.10
H 0.69 -2.06 -1.91
H -0.17 0.11 -2.49
H 2.59 -0.87 -3.24
H -4.14 -1.69 0.89
H -2.74 -2.86 0.92
H 2.97 -3.05 -1.37
*
```

Formula: C4H17N2O2
Source: the OMol25 dataset
Level of theory: the ωB97M-V functional and the def2-TZVPD basis

Highest occupied orbital energy = -14.15 eV
Energy = -11489.757 eV

```
! wB97M-V def2-TZVPD RIJCOSX def2/J DEFGRID3
* xyz 1 1
O 0.66 -1.50 2.96
O -1.97 -2.45 0.57
N -0.42 -1.60 -1.70
N -1.21 0.10 1.66
C 1.75 1.60 -1.85
C -0.17 1.30 -0.28
C -0.04 0.34 0.81
C 0.90 2.19 -0.66
H 0.07 -0.74 3.08
H 0.63 3.23 -0.79
H -1.76 0.95 1.59
H 0.43 -0.64 0.63
H 2.64 2.22 -1.95
H -1.75 -2.25 -0.35
H 2.08 0.60 -1.58
H 1.24 1.57 -2.81
H -0.03 -0.70 -1.47
H 0.67 0.84 1.50
H 1.67 2.14 0.12
H 1.25 -1.54 3.72
H -1.17 1.69 -0.46
H -1.19 -1.47 -2.36
H -2.76 -3.00 0.55
H -1.76 -0.65 1.23
H 0.24 -2.21 -2.15
*
```

Formula: C29H27N4O4PtS2
Source: the OMol25 dataset
Level of theory: the ωB97M-V functional and the def2-TZVPD basis

Highest occupied orbital energy (spin up / spin down) = -16.17 / -16.29 eV
Energy = -69548.342 eV

```
! wB97M-V def2-TZVPD RIJCOSX def2/J DEFGRID3
* xyz 3 5
Pt 0.37 -0.67 -0.55
S -1.75 -0.23 1.96
S 0.65 0.71 -3.03
O 1.77 -0.12 -2.60
O -0.57 0.26 1.04
O 6.38 -3.87 0.75
O 0.46 1.01 -4.40
N 6.80 -2.24 2.26
N -0.61 -0.23 -2.38
N -1.05 -2.38 -0.90
N 2.12 -1.48 0.32
C 1.63 2.34 -1.11
C -0.58 4.04 -1.23
C -2.08 2.49 2.15
C 0.56 2.07 -1.97
C -3.98 1.06 2.69
C 4.13 -1.12 1.54
C 3.87 -3.08 0.19
C -1.63 -1.24 -4.36
C -2.84 3.60 2.47
C 0.48 4.33 -0.36
C 1.57 3.47 -0.31
C -2.09 -4.50 -0.54
C -0.94 -0.49 3.53
C -2.27 -3.45 -2.69
C -0.55 2.92 -2.04
C 2.87 -0.73 1.15
C -2.34 -2.32 -4.87
C -2.68 -3.40 -4.05
C -4.15 3.45 2.91
C 4.65 -2.31 1.05
C -1.33 -3.41 -0.11
C -1.53 -2.38 -2.17
C -2.67 1.24 2.28
C 6.03 -2.86 1.36
C -1.23 -1.24 -3.00
C -2.55 -4.53 -1.83
C 2.61 -2.63 -0.16
C -4.72 2.18 3.02
C 0.47 5.59 0.46
H 4.69 -0.47 2.20
H 2.41 3.70 0.34
H 1.17 6.31 0.03
H -2.65 -2.31 -5.90
H -1.73 -0.73 4.25
H -0.26 -1.33 3.43
H -5.75 2.07 3.36
H -4.74 4.32 3.17
H 1.98 -3.19 -0.83
H -1.36 2.72 -2.73
H -3.24 -4.22 -4.46
H 4.26 -4.01 -0.21
H -2.29 -5.31 0.15
H -1.06 2.59 1.80
H 6.50 -1.43 2.78
H 2.51 1.71 -1.13
H -4.43 0.07 2.75
H 0.80 5.40 1.48
H -2.42 4.59 2.39
H -1.40 -0.39 -4.99
H -0.51 6.06 0.48
H 2.43 0.20 1.51
H 7.71 -2.62 2.45
H -0.92 -3.38 0.89
H -0.43 0.43 3.81
H -1.42 4.71 -1.27
H -3.12 -5.37 -2.20
*
```

Formula: C24H36NO3P2PtS2
Source: the OMol25 dataset
Level of theory: the ωB97M-V functional and the def2-TZVPD basis

Highest occupied orbital energy = -3.85 eV
Energy = -76604.178 eV

```
! wB97M-V def2-TZVPD RIJCOSX def2/J DEFGRID3
* xyz -1 1
Pt -0.16 -0.17 -1.02
S 1.59 -1.13 -2.48
S 0.00 -1.07 -3.77
P -1.78 -1.44 0.04
P 0.97 1.95 -0.70
O -1.12 -0.52 -2.84
O 0.26 -0.12 -4.84
O -0.31 -2.41 -4.21
N 0.81 -0.41 0.76
C 2.15 0.04 0.73
C 0.98 -1.54 2.94
C -3.40 -2.58 -1.91
C 3.23 -0.69 1.26
C 0.37 -1.33 1.68
C -2.88 0.51 1.67
C -0.51 -3.38 3.43
C 0.56 -2.55 3.78
C -2.45 -2.95 -0.77
C -1.30 -3.83 -1.27
C -4.17 -1.65 1.62
C 4.78 1.05 0.61
C 2.64 2.50 -2.98
C 2.43 1.25 0.08
C 1.54 4.40 0.68
C -3.29 -0.69 0.82
C 0.13 2.71 1.83
C 3.73 1.75 0.04
C 4.52 -0.18 1.20
C 0.48 3.31 0.47
C -1.20 -3.10 2.26
C 0.15 2.84 -3.15
C -0.81 -2.05 1.42
C 1.37 2.94 -2.23
H -0.39 3.44 2.46
H 1.18 5.13 1.42
H 1.47 3.98 -1.93
H -4.27 -2.02 -1.55
H -0.81 -3.38 -2.14
H -3.76 -3.49 -2.40
H -2.88 -1.98 -2.65
H 5.79 1.44 0.57
H 3.92 2.69 -0.45
H 2.57 2.83 -4.02
H -0.79 2.95 -2.60
H 5.33 -0.77 1.60
H 0.20 3.62 -3.91
H 1.06 -2.69 4.73
H -5.03 -1.09 2.02
H -0.54 -3.99 -0.50
H 3.06 -1.67 1.67
H -2.27 0.19 2.52
H -2.05 -3.70 1.99
H -1.69 -4.81 -1.57
H 2.46 3.96 1.07
H -0.42 3.75 0.02
H 1.04 2.40 2.35
H -3.02 -3.50 -0.01
H 1.77 4.95 -0.23
H -0.50 1.82 1.73
H -3.63 -2.06 2.47
H -0.80 -4.21 4.06
H 0.13 1.87 -3.66
H 2.73 1.41 -2.99
H -3.86 -0.32 -0.04
H -3.77 1.02 2.05
H -2.31 1.21 1.07
H 3.54 2.92 -2.55
H 1.79 -0.89 3.24
H -4.56 -2.47 1.02
*
```

Formula: C22H18BClN6ORe
Source: the OMol25 dataset
Level of theory: the ωB97M-V functional and the def2-TZVPD basis

Highest occupied orbital energy (spin up / spin down) = -14.38 / -14.47 eV
Energy = -49402.809 eV

```
! wB97M-V def2-TZVPD RIJCOSX def2/J DEFGRID3
* xyz 2 4
Re 1.20 0.88 -1.04
Cl 6.87 -0.11 3.42
O 3.08 0.53 -1.00
N -0.47 2.06 -1.26
N -1.06 -0.73 -0.82
N -1.81 2.00 -1.50
N 1.06 0.30 0.91
N 0.19 -0.74 -1.37
N 0.61 -1.80 -2.08
C -1.26 -3.50 -1.51
C 5.30 0.50 -0.20
C -3.12 -1.73 -1.27
C 6.19 0.34 0.85
C -0.28 0.04 1.37
C -2.60 -0.72 0.96
C 2.08 0.04 1.67
C -2.50 -3.11 -1.19
C -1.99 0.14 3.14
C -2.92 -0.40 2.32
C -1.26 -0.47 0.47
C 5.74 0.09 2.15
C -2.29 3.24 -1.42
C -0.04 -2.91 -2.11
C -1.27 4.16 -1.14
C -2.17 -0.69 -1.80
C 3.46 0.17 1.35
C -0.15 3.38 -1.04
C 3.94 0.42 0.05
C -3.47 -1.38 0.14
C -0.67 0.37 2.64
C 4.39 -0.01 2.40
B -2.81 0.81 -1.94
H -1.11 -4.57 -1.41
H -3.93 -0.58 2.67
H -4.03 -1.77 -1.88
H 7.25 0.41 0.67
H -1.74 -1.03 -2.74
H 5.64 0.68 -1.21
H -3.16 -3.90 -0.85
H 0.04 0.86 3.29
H -3.10 0.98 -3.10
H -3.34 3.41 -1.59
H -3.77 0.95 -1.21
H 0.86 3.68 -0.81
H -2.22 0.42 4.15
H 0.50 -3.63 -2.72
H 1.86 -0.35 2.66
H -1.35 5.22 -1.03
H 4.04 -0.22 3.40
H -4.41 -1.72 0.56
*
```

Formula: C3H8N2
Source: the OMol25 dataset
Level of theory: the ωB97M-V functional and the def2-TZVPD basis

Highest occupied orbital energy (spin up / spin down) = -7.46 / -7.46 eV
Energy = -6214.579 eV

```
! wB97M-V def2-TZVPD RIJCOSX def2/J DEFGRID3
* xyz 0 1
N 2.00 0.28 -0.14
N -1.68 -1.04 0.17
C 0.45 -1.00 -0.06
C -0.60 1.49 0.01
C -0.11 0.12 0.01
H -1.27 1.63 -0.84
H -1.18 1.66 0.92
H 2.36 0.07 -1.07
H -1.84 -1.73 -0.56
H 2.62 -0.16 0.54
H 0.24 2.18 -0.04
H -1.78 -1.49 1.07
H 0.80 -2.00 0.00
*
```